1.
{"formula": "H5N5O", "method": "ωB97M-V/def2-TZVPD", "total_energy_ev": -9573.110, "de_lowest_kcal_mol": 32.9, "smiles": "On1[nH][nH][nH][nH]1", "e_homo_ev": -9.161, "symbols": ["N", "N", "N", "N", "N", "O", "H", "H", "H", "H", "H"], "coordinates": [[0.815, 1.294, 0.155], [-0.533, 1.397, 0.161], [0.897, -0.082, -0.897], [-1.084, 0.063, 0.136], [-0.094, -0.821, -0.387], [0.382, -1.614, 0.750], [1.132, 0.888, 1.039], [-0.805, 1.924, -0.676], [1.805, -0.514, -0.758], [-1.930, 0.028, -0.423], [-0.226, -2.358, 0.830]], "nbo_charge": [-0.3370, -0.2918, -0.3771, -0.3530, 0.0942, -0.6322, 0.3398, 0.3409, 0.3743, 0.3680, 0.4739]}



2.
{"formula": "C46H39ClN2O2Zr", "method": "ωB97M-V/def2-TZVPD", "total_energy_ev": -69216.891, "e_homo_ev": -8.043, "symbols": ["Zr", "O", "C", "C", "C", "C", "C", "C", "C", "C", "C", "O", "C", "C", "C", "C", "C", "C", "C", "C", "C", "C", "C", "C", "N", "C", "C", "C", "C", "C", "C", "C", "C", "C", "C", "C", "C", "H", "H", "H", "H", "H", "H", "H", "H", "H", "H", "H", "H", "H", "H", "H", "H", "H", "H", "H", "H", "H", "H", "H", "H", "H", "H", "H", "N", "C", "C", "C", "C", "C", "C", "C", "C", "C", "C", "C", "C", "H", "H", "H", "H", "H", "H", "H", "H", "H", "H", "Cl", "C", "H", "H"], "coordinates": [[0.607, -0.254, 0.103], [-0.381, 0.401, 1.641], [-1.588, 0.800, 2.239], [-2.691, 0.315, 1.292], [-2.578, 0.779, -0.137], [-3.578, 1.565, -0.684], [-3.547, 1.887, -2.025], [-2.551, 1.349, -2.813], [-1.583, 0.549, -2.231], [-0.582, -0.157, -3.115], [0.829, 0.430, -3.004], [1.260, 0.110, -1.709], [1.816, -0.172, -4.002], [3.156, 0.191, -3.884], [4.104, -0.319, -4.752], [3.728, -1.205, -5.758], [2.401, -1.576, -5.878], [1.449, -1.062, -5.000], [0.773, 1.942, -3.223], [1.243, 2.834, -2.274], [1.178, 4.206, -2.500], [0.649, 4.696, -3.682], [0.197, 3.804, -4.650], [0.265, 2.440, -4.422], [-1.554, 0.322, -0.896], [-1.776, 0.081, 3.573], [-1.252, -1.196, 3.749], [-1.442, -1.880, 4.940], [-2.163, -1.297, 5.974], [-2.698, -0.029, 5.802], [-2.505, 0.656, 4.609], [-1.567, 2.314, 2.428], [-0.398, 2.910, 2.896], [-0.335, 4.278, 3.100], [-1.446, 5.078, 2.852], [-2.620, 4.492, 2.410], [-2.677, 3.117, 2.202], [-2.623, -0.776, 1.289], [-3.678, 0.576, 1.675], [-4.389, 1.901, -0.054], [-4.313, 2.519, -2.458], [-2.520, 1.526, -3.879], [-0.518, -1.204, -2.806], [-0.959, -0.127, -4.136], [3.450, 0.878, -3.099], [5.141, -0.026, -4.647], [4.469, -1.604, -6.439], [2.098, -2.271, -6.650], [0.421, -1.383, -5.107], [1.663, 2.458, -1.352], [1.549, 4.889, -1.745], [0.596, 5.763, -3.858], [-0.202, 4.174, -5.586], [-0.060, 1.755, -5.199], [-0.705, -1.668, 2.943], [-1.026, -2.873, 5.057], [-2.305, -1.826, 6.908], [-3.261, 0.437, 6.602], [-2.915, 1.651, 4.495], [0.464, 2.290, 3.100], [0.586, 4.721, 3.458], [-1.397, 6.148, 3.009], [-3.499, 5.098, 2.229], [-3.614, 2.684, 1.877], [2.349, -1.445, 1.129], [2.665, -2.836, 1.297], [4.005, -3.174, 1.426], [4.385, -4.492, 1.604], [3.406, -5.473, 1.651], [2.075, -5.121, 1.510], [1.663, -3.796, 1.337], [0.216, -3.503, 1.088], [-0.703, -4.379, 1.673], [-2.030, -4.395, 1.283], [-2.419, -3.563, 0.245], [-1.514, -2.641, -0.265], [-0.184, -2.500, 0.176], [3.199, -0.893, 1.087], [1.890, -1.112, 1.982], [4.753, -2.389, 1.393], [5.432, -4.746, 1.703], [3.678, -6.513, 1.777], [1.327, -5.903, 1.490], [-0.369, -5.060, 2.446], [-2.735, -5.063, 1.761], [-3.430, -3.604, -0.145], [-1.888, -1.991, -1.047], [2.717, 1.190, 2.601], [2.165, 1.397, 0.826], [3.114, 1.547, 0.309], [1.633, 2.351, 0.864]], "mulliken_charge": [-0.2087, 0.3146, 2.1575, -2.0592, 0.4789, -0.6069, -1.1830, -0.6858, 0.0396, -2.0224, 2.4112, -0.5878, -0.5773, -0.3280, -0.8787, -0.4199, -1.0189, -0.1050, -0.0173, -0.1913, -0.9243, -0.4917, -0.9399, -0.3709, 1.4795, -0.2758, 0.1795, -0.9047, -0.6406, -0.9131, -0.3081, -0.5211, -0.5093, -0.9154, -0.6064, -0.9833, 0.2610, 0.4400, 0.6491, 0.5216, 0.4195, 0.5360, 0.6799, 0.9730, 0.4239, 0.4016, 0.4071, 0.4133, 0.3854, 0.3810, 0.4797, 0.4056, 0.4373, 0.4686, 0.0818, 0.4669, 0.3938, 0.4276, 0.4220, 0.5615, 0.4546, 0.4029, 0.4476, 0.4377, 0.1078, -0.3600, -0.5812, -0.6001, -0.8029, -0.8806, 0.1045, 1.5200, -0.5788, -0.9487, -1.0287, -0.1128, 1.0242, 0.1813, 0.2802, 0.4531, 0.3893, 0.3950, 0.5232, 0.5590, 0.3868, 0.4188, 0.3073, -0.2462, -1.1624, 0.5417, 0.4643]}



3.
{"formula": "C9H19Cl6NO", "method": "ωB97M-V/def2-TZVPD", "total_energy_ev": -88313.314, "de_lowest_kcal_mol": 20.2, "smiles": "CNC(C)=O.ClCCCl.ClCCCl.ClCCCl", "e_homo_ev": -9.326, "symbols": ["C", "C", "O", "N", "C", "H", "H", "H", "H", "H", "H", "H", "Cl", "C", "C", "Cl", "H", "H", "H", "H", "Cl", "C", "C", "Cl", "H", "H", "H", "H", "Cl", "C", "C", "Cl", "H", "H", "H", "H"], "coordinates": [[10.627, 31.147, -4.325], [10.715, 31.054, -2.744], [9.604, 31.042, -2.184], [11.932, 31.099, -2.166], [12.081, 31.011, -0.719], [11.629, 30.919, -4.687], [10.475, 32.162, -4.693], [9.823, 30.536, -4.737], [12.783, 30.860, -2.654], [11.211, 30.848, -0.083], [12.563, 31.945, -0.432], [12.812, 30.206, -0.639], [13.651, 27.279, 2.760], [12.022, 26.553, 3.008], [12.043, 25.265, 3.839], [10.251, 24.851, 3.838], [11.620, 26.355, 2.014], [11.366, 27.281, 3.484], [12.391, 25.379, 4.865], [12.543, 24.402, 3.399], [9.921, 31.903, -13.178], [10.323, 33.446, -12.303], [9.263, 33.614, -11.247], [9.330, 32.458, -9.867], [10.212, 34.233, -13.050], [11.290, 33.382, -11.806], [8.251, 33.596, -11.651], [9.396, 34.623, -10.856], [8.514, 26.330, -3.659], [9.413, 26.090, -5.242], [10.083, 24.722, -5.419], [11.222, 24.407, -4.081], [10.162, 26.872, -5.366], [8.614, 26.285, -5.957], [10.621, 24.664, -6.365], [9.394, 23.880, -5.492]], "nbo_charge": [-0.6952, 0.6755, -0.6362, -0.6157, -0.4189, 0.1903, 0.2312, 0.2372, 0.3993, 0.2416, 0.1954, 0.1947, -0.0769, -0.3870, -0.3452, -0.0913, 0.2274, 0.2262, 0.2227, 0.2242, -0.0855, -0.3689, -0.3832, -0.0602, 0.2297, 0.2278, 0.2247, 0.2157, -0.0738, -0.3673, -0.3952, -0.0540, 0.2174, 0.2270, 0.2247, 0.2216]}



4.
{"formula": "C4H5F2IN4O", "method": "ωB97M-V/def2-TZVPD", "total_energy_ev": -25768.864, "smiles": "F[C@H](I)n1cnnn1.O/C=C\\F", "e_homo_ev": -8.981, "symbols": ["C", "C", "C", "C", "N", "N", "N", "N", "O", "F", "F", "I", "H", "H", "H", "H", "H"], "coordinates": [[0.133, 2.270, -1.213], [-1.682, -1.741, 0.790], [1.859, 0.369, -0.535], [-0.737, -1.680, 1.709], [-0.967, 2.651, -0.719], [-1.152, 1.825, 0.327], [-0.235, 1.059, 0.509], [0.709, 1.226, -0.469], [-1.579, -1.831, -0.515], [3.081, 1.136, -0.608], [0.601, -1.835, 1.412], [1.659, -0.998, -2.254], [0.666, 2.779, -1.959], [-2.747, -1.631, 1.271], [1.904, -0.206, 0.347], [-0.875, -1.464, 2.683], [-0.638, -1.932, -0.777]], "nbo_charge": [0.1960, 0.0834, 0.2734, 0.0970, -0.2776, -0.0440, -0.0224, -0.3089, -0.6668, -0.3513, -0.3783, 0.0906, 0.2183, 0.1980, 0.2321, 0.1719, 0.4885]}